<1>
Molecular formula: C2H7O2P
Method: DFT, ωB97M-V/def2-TZVPD

The geometry in XYZ format:
```
12
Properties=species:S:1:pos:R:3:nbo_charge:R:1
C -1.78697 -1.88888 0.40706 -0.49
C 0.92850 0.43906 -0.79242 -0.30
O -0.24623 2.40497 0.71278 -0.97
O 2.00826 1.19583 -0.99554 -0.67
P 0.01804 0.94393 0.87685 1.17
H -1.20604 -2.65296 -0.08252 0.16
H -2.23511 -2.18071 1.32157 0.18
H -1.76332 -0.92095 -0.03560 0.16
H 1.21568 -0.63898 -0.57909 0.19
H 0.19691 0.41558 -1.59505 0.18
H 1.66967 2.07916 -1.02404 0.48
H 1.20060 0.80396 1.78599 -0.09
```

spin multiplicity: 1
charge: 0
HOMO energy (alpha / beta): -9.26 / -8.99 eV
Kohn-Sham gap (alpha / beta): 0.276 / 0.318 Ha



<2>
Molecular formula: C2H7O2P
Method: DFT, ωB97M-V/def2-TZVPD

The geometry in XYZ format:
```
12
Properties=species:S:1:pos:R:3:nbo_charge:R:1
C -1.44669 0.64919 0.00444 -1.03
C 1.32860 0.04995 -0.24380 -0.39
O -0.31665 -1.87175 0.87228 -1.07
O 1.51965 0.54014 1.05643 -0.71
P -0.34005 -0.68571 -0.21856 1.62
H -1.38850 1.05359 -1.06097 0.25
H -2.32001 0.06537 0.27813 0.27
H -0.85989 1.29557 0.77404 0.28
H 2.00267 -0.74149 -0.66620 0.20
H 1.36072 0.86390 -0.91148 0.19
H 1.11373 -0.17281 1.66402 0.49
H -0.65360 -1.04595 -1.54832 -0.10
```

spin multiplicity: 1
SMILES string: C[P@H](=O)CO
charge: 0
HOMO energy: -9.93 eV
Kohn-Sham gap: 0.395 Ha



List of relative energies, unit kcal/mol: <1> 72.1; <2> 0.0



<1>
Molecular formula: C3H2O3
Method: DFT, ωB97M-V/def2-TZVPD

The geometry in XYZ format:
```
8
Properties=species:S:1:pos:R:3:nbo_charge:R:1
C 0.73696 -1.45951 0.46639 0.58
C -0.53353 -1.50384 0.72310 -0.20
C -0.11455 1.59153 -0.54432 0.62
O 1.87624 -1.47703 0.58694 -0.40
O 0.13527 2.29253 0.36536 -0.56
O -0.38187 0.34839 -0.52620 -0.46
H -1.60311 -1.55487 0.64005 0.27
H -0.11541 1.76280 -1.71133 0.15
```

spin multiplicity: 1
charge: 0
HOMO energy (alpha / beta): -10.40 / -10.16 eV
Kohn-Sham gap (alpha / beta): 0.270 / 0.283 Ha



<2>
Molecular formula: C3H2O3
Method: DFT, ωB97M-V/def2-TZVPD

The geometry in XYZ format:
```
8
Properties=species:S:1:pos:R:3:nbo_charge:R:1
O -2.24984 0.13172 0.77434 -0.42
C -1.10083 0.07391 0.73470 0.46
C 0.04589 0.47947 -0.87838 0.47
O -0.39059 1.25144 -1.66017 -0.44
C 1.07460 -0.31116 -0.33973 0.06
O 1.28206 -0.24539 0.92858 -0.62
H 0.06596 -0.13350 1.32483 0.29
H 1.27275 -1.24650 -0.88417 0.19
```

spin multiplicity: 1
charge: 0
HOMO energy (alpha / beta): -8.77 / -8.77 eV
Kohn-Sham gap (alpha / beta): 0.294 / 0.294 Ha



<3>
Molecular formula: C3H2O3
Method: DFT, ωB97M-V/def2-TZVPD

The geometry in XYZ format:
```
8
Properties=species:S:1:pos:R:3:nbo_charge:R:1
O 2.60611 -0.17237 0.03388 -0.48
C 1.43292 -0.25945 0.01609 1.02
O 0.50186 -1.13440 0.12534 -0.46
C -0.86102 -0.56498 0.23723 -0.10
C -0.79030 0.75730 -0.01299 0.16
O 0.42039 1.24525 -0.16365 -0.57
H -1.60206 -1.23054 -0.17616 0.22
H -1.70789 1.35919 -0.05973 0.21
```

spin multiplicity: 1
charge: 0
HOMO energy: -9.39 eV
Kohn-Sham gap: 0.371 Ha



<4>
Molecular formula: C3H2O3
Method: DFT, ωB97M-V/def2-TZVPD

The geometry in XYZ format:
```
8
Properties=species:S:1:pos:R:3:nbo_charge:R:1
C 0.26171 0.95438 -1.13362 -0.38
C 0.36576 0.59877 0.00927 0.30
C -1.58695 -2.43398 0.10741 1.02
O -0.93059 -2.94814 -0.65639 -0.51
O -2.27637 -2.00037 0.90615 -0.51
O 0.63424 0.07853 1.20002 -0.67
H 0.27997 1.01269 -2.18552 0.24
H 1.60496 0.24158 1.47208 0.51
```

spin multiplicity: 1
SMILES string: O=C=O.C#CO
charge: 0
HOMO energy: -9.79 eV
Kohn-Sham gap: 0.371 Ha



List of relative energies, unit kcal/mol: <1> 81.8; <2> 38.5; <3> 1.2; <4> 0.0